147
Properties=species:S:1:pos:R:3:forces:R:3:mulliken_charge:R:1 method="wB97M-V/def2-TZVPD" smiles="C#C[C@@H]1[C@H](B(O)OC)OC(=O)[C@]1(CCN)OCCC.O=C1CCCO1.O=C1CCCO1.O=C1CCCO1.O=C1CCCO1.O=C1CCCO1.O=C1CCCO1.O=C1CCCO1.O=C1CCCO1.O=C1CCCO1" charge=0 fmax_ev_per_a=10.34
C -4.979 -0.292 2.167 7.599 0.986 -6.937 -1.34
C -3.936 -0.341 1.194 -6.196 0.628 5.866 -0.58
C -2.655 -0.226 0.125 -0.412 1.300 0.014 1.52
C -2.861 -0.891 -1.360 1.031 -0.996 0.236 0.45
B -4.088 -0.394 -2.334 -1.960 0.376 -1.861 0.68
O -5.541 -0.580 -2.076 3.837 1.482 1.000 -0.58
O -3.689 0.265 -3.627 -0.724 0.215 3.331 -0.42
C -3.897 1.746 -3.497 -0.976 -0.231 -0.465 -0.35
O -2.854 -2.354 -1.026 2.929 0.740 2.112 -0.39
C -1.693 -2.486 -0.095 1.554 -5.379 0.394 -0.10
O -1.081 -3.653 0.118 -4.211 7.550 -1.529 -0.63
C -1.264 -1.024 0.598 -2.119 -2.772 -0.848 1.06
C 0.133 -0.707 -0.194 -0.019 0.273 -0.342 -0.91
C 0.331 0.841 -0.688 0.750 -0.093 -0.996 0.49
N 1.248 1.682 0.172 -0.047 -0.863 -0.147 -0.37
O -1.256 -1.395 2.020 1.713 2.360 -1.243 -0.50
C -0.540 -0.424 2.858 -0.425 0.798 1.907 -0.60
C -1.444 0.946 3.180 0.751 -0.575 0.924 1.08
C -0.518 2.036 4.041 -0.809 -0.379 -0.536 -1.07
H -5.636 0.140 3.065 1.792 -1.343 -2.749 0.40
H -2.600 0.939 -0.010 0.329 -2.175 0.470 -0.16
H -1.917 -0.846 -2.084 -1.680 0.838 1.878 -0.05
H -5.642 -0.377 -1.100 -0.044 -0.858 -1.198 0.31
H -4.551 1.883 -2.534 1.313 0.410 -1.817 0.22
H -2.884 2.333 -3.481 -1.887 -1.305 0.210 0.07
H -4.517 2.092 -4.440 1.249 -0.658 2.005 0.23
H 1.043 -1.085 0.463 -2.000 0.878 -1.316 0.37
H 0.141 -1.379 -1.171 -0.085 1.320 2.148 0.38
H -0.654 1.451 -0.848 1.543 -1.457 0.505 -0.19
H 0.852 0.782 -1.761 -1.321 0.133 2.604 0.10
H 1.199 1.438 1.185 0.143 0.169 -1.342 0.16
H 2.225 1.665 -0.200 -1.377 -0.234 0.681 0.20
H -0.415 -0.943 3.926 -0.257 0.904 -2.455 0.32
H 0.548 -0.166 2.507 -2.081 -0.521 0.228 0.19
H -2.299 0.568 3.920 1.594 0.924 -1.991 0.07
H -1.867 1.452 2.213 0.788 -1.164 2.041 -0.65
H -1.246 2.682 4.697 1.508 -1.166 -1.228 0.28
H 0.041 2.745 3.291 -0.852 -1.412 1.588 0.26
H 0.217 1.462 4.756 -1.322 1.233 -1.444 0.33
O -5.187 -0.786 4.680 -0.956 -0.996 1.974 -0.58
C -5.720 -1.716 5.263 0.936 1.133 -0.519 0.33
C -5.761 -3.135 4.780 -0.371 -0.228 -0.209 -0.35
C -6.839 -3.733 5.648 -0.450 -0.888 -0.262 -0.44
C -6.744 -2.911 6.907 -0.250 -0.531 0.597 -0.22
O -6.331 -1.614 6.479 0.421 0.620 -0.867 -0.37
H -4.789 -3.602 4.960 0.000 0.112 -0.155 0.28
H -6.025 -3.184 3.721 0.445 0.139 0.082 0.30
H -6.715 -4.805 5.823 -0.070 0.369 0.020 0.32
H -7.818 -3.578 5.177 0.112 0.016 0.079 0.28
H -5.996 -3.304 7.604 -0.069 0.051 -0.093 0.10
H -7.706 -2.841 7.422 0.203 0.229 0.001 0.31
O -6.275 -5.878 7.644 0.091 0.235 1.891 -0.61
C -6.577 -5.869 8.826 0.676 -0.231 -1.437 0.57
C -7.771 -6.551 9.423 -0.493 0.125 0.154 -0.49
C -7.863 -5.897 10.779 -0.743 0.046 0.500 -0.49
C -6.429 -5.545 11.073 0.147 -0.002 0.998 -0.46
O -5.841 -5.264 9.804 -0.261 -0.141 -1.224 -0.26
H -7.569 -7.623 9.501 -0.031 0.060 -0.175 0.28
H -8.668 -6.368 8.828 0.288 -0.294 -0.153 0.28
H -8.315 -6.536 11.542 0.123 0.136 -0.055 0.31
H -8.463 -4.982 10.705 0.072 -0.142 0.051 0.29
H -5.883 -6.374 11.535 0.043 0.149 -0.092 0.26
H -6.349 -4.665 11.719 0.228 -0.125 -0.246 0.33
O 2.409 1.987 -2.276 0.875 1.530 -1.399 -0.79
C 2.178 3.010 -2.899 0.110 -1.009 0.821 0.57
C 0.821 3.612 -3.110 -0.281 0.134 -0.321 -0.18
C 1.078 4.585 -4.233 -0.210 0.242 -0.443 -0.02
C 2.521 4.961 -4.020 0.002 0.894 -0.338 -0.56
O 3.137 3.796 -3.471 -0.196 -1.040 0.605 -0.38
H 0.510 4.120 -2.194 -0.031 -0.276 0.132 0.16
H 0.093 2.850 -3.398 0.098 -0.001 0.361 0.18
H 0.404 5.446 -4.228 0.130 -0.053 -0.029 0.45
H 0.966 4.073 -5.196 0.141 0.411 0.754 -0.06
H 2.636 5.785 -3.309 0.106 -0.060 0.025 0.23
H 3.015 5.231 -4.959 0.123 -0.187 0.235 0.35
O -0.042 3.572 -6.596 0.937 -0.097 -1.722 -0.71
C 0.642 3.658 -7.602 -0.901 0.075 1.098 0.58
C 0.182 3.352 -8.995 0.043 -0.320 -0.369 -0.54
C 1.487 3.243 -9.742 0.032 -0.551 -0.851 -0.26
C 2.389 4.168 -8.968 0.677 0.134 -0.568 -0.53
O 1.937 4.092 -7.617 -0.977 -0.241 0.660 -0.32
H -0.428 4.183 -9.360 -0.127 -0.085 0.159 0.27
H -0.378 2.415 -9.028 -0.180 0.346 0.177 0.33
H 1.409 3.505 -10.801 0.062 0.068 0.140 0.41
H 1.864 2.215 -9.675 -0.064 0.441 -0.018 0.15
H 2.308 5.206 -9.305 -0.019 -0.015 0.080 0.33
H 3.437 3.858 -9.024 -0.212 0.086 0.259 0.19
O -1.775 3.774 0.202 -1.257 -0.095 1.475 -0.53
C -2.541 4.108 1.090 1.056 -0.585 -1.620 0.45
C -2.896 5.519 1.447 0.147 0.391 0.373 -0.55
C -3.528 5.353 2.806 -0.098 0.683 0.605 -0.59
C -4.112 3.967 2.731 -0.591 -0.182 0.566 -0.41
O -3.234 3.234 1.878 0.602 0.318 -0.733 -0.21
H -3.608 5.906 0.712 0.172 -0.014 -0.061 0.29
H -2.006 6.150 1.493 -0.156 -0.118 -0.388 0.31
H -4.270 6.121 3.040 0.061 -0.168 0.020 0.36
H -2.751 5.387 3.579 -0.151 -0.012 -0.090 0.27
H -5.114 3.961 2.289 0.080 -0.038 0.016 0.26
H -4.155 3.489 3.714 0.035 -0.164 -0.298 0.30
O 3.607 1.238 -9.053 0.980 0.206 1.431 -0.61
C 4.509 1.273 -8.232 -0.988 0.194 -0.931 0.34
C 5.821 0.560 -8.352 0.231 -0.444 0.235 -0.44
C 6.348 0.628 -6.941 0.514 -0.422 0.459 -0.19
C 5.735 1.902 -6.421 0.574 0.255 0.754 -0.34
O 4.476 2.012 -7.084 -0.686 -0.419 -1.115 -0.20
H 6.461 1.103 -9.052 -0.123 -0.079 -0.101 0.28
H 5.680 -0.474 -8.677 -0.022 0.291 -0.257 0.31
H 7.440 0.621 -6.881 -0.229 0.003 0.068 0.26
H 5.972 -0.226 -6.366 0.172 0.226 -0.146 0.19
H 6.336 2.784 -6.666 -0.095 -0.012 0.041 0.21
H 5.579 1.868 -5.339 -0.146 0.223 -0.240 0.20
O 7.307 -2.229 -6.673 1.890 0.263 -0.891 -0.55
C 8.420 -2.318 -7.165 -2.123 0.025 0.681 0.51
C 9.224 -3.578 -7.273 0.422 -0.245 0.249 -0.47
C 10.604 -3.049 -7.574 0.789 -0.491 0.118 -0.50
C 10.311 -1.763 -8.302 0.624 0.268 -0.441 -0.46
O 9.095 -1.278 -7.736 -0.663 -0.210 0.451 -0.31
H 8.832 -4.183 -8.095 -0.106 0.001 0.157 0.27
H 9.206 -4.139 -6.336 -0.353 0.001 -0.265 0.29
H 11.221 -3.741 -8.154 -0.045 0.171 0.049 0.32
H 11.127 -2.833 -6.635 -0.046 -0.023 -0.180 0.27
H 10.160 -1.918 -9.376 -0.010 0.028 0.076 0.27
H 11.105 -1.024 -8.159 -0.320 0.045 -0.052 0.32
O 6.970 3.476 -3.015 -0.016 0.383 1.916 -0.58
C 6.668 3.485 -1.833 0.483 -0.366 -2.004 0.40
C 5.474 2.803 -1.236 -0.480 0.206 0.110 0.76
C 5.382 3.457 0.120 -0.716 -0.036 0.515 -0.56
C 6.817 3.809 0.414 0.126 0.134 0.708 -0.52
O 7.404 4.090 -0.855 -0.030 -0.008 -0.768 -0.39
H 5.677 1.731 -1.158 -0.056 0.047 -0.174 0.33
H 4.577 2.986 -1.831 0.424 -0.368 -0.085 -0.69
H 4.930 2.818 0.883 0.094 0.131 -0.036 0.40
H 4.783 4.372 0.046 0.079 -0.138 0.058 0.27
H 7.362 2.980 0.876 -0.013 0.052 -0.039 0.24
H 6.896 4.689 1.060 0.218 -0.097 -0.218 0.35
O -3.103 -6.271 11.321 1.432 0.203 -1.176 -0.59
C -2.418 -6.185 10.315 -1.205 0.122 1.577 0.50
C -2.878 -6.491 8.922 0.079 -0.322 -0.352 0.04
C -1.573 -6.600 8.174 0.093 -0.443 -0.832 -0.61
C -0.671 -5.675 8.949 0.613 0.231 -0.413 -0.42
O -1.123 -5.751 10.300 -0.722 -0.266 0.533 -0.36
H -3.488 -5.660 8.556 -0.115 -0.149 0.129 -0.05
H -3.439 -7.428 8.888 -0.202 0.358 0.135 0.29
H -1.652 -6.338 7.116 0.089 -0.014 0.155 0.34
H -1.196 -7.628 8.241 -0.008 0.175 -0.046 0.28
H -0.752 -4.636 8.611 0.004 -0.068 0.045 0.25
H 0.377 -5.985 8.893 -0.155 0.161 0.238 0.33

134
Properties=species:S:1:pos:R:3:forces:R:3:mulliken_charge:R:1 method="wB97M-V/def2-TZVPD" de_lowest_kcal_mol=159.3 smiles=c1cc[nH]c1.c1cc[nH]c1.c1cc[nH]c1.c1cc[nH]c1.c1cc[nH]c1.c1cc[nH]c1.c1cc[nH]c1.c1cc[nH]c1.c1cc[nH]c1.CCN(CC)CC.CCN(CC)CC charge=0 fmax_ev_per_a=4.53
C -7.029 5.877 2.662 0.874 -1.273 0.299 -0.39
C -6.721 4.497 2.540 -2.922 -1.646 -0.400 -0.31
C -8.004 3.786 2.459 3.144 1.729 -0.324 -0.52
N -8.965 4.745 2.537 0.239 0.848 0.603 -0.01
C -8.381 5.984 2.767 -0.649 0.430 -1.207 -0.52
H -6.254 6.627 2.618 -0.387 0.275 0.367 0.39
H -5.742 4.046 2.475 -0.140 -0.024 0.028 0.39
H -8.204 2.749 2.230 -0.105 0.148 0.203 0.40
H -9.946 4.649 2.317 0.265 -0.215 0.313 0.23
H -8.939 6.908 2.767 -0.311 -0.288 0.119 0.34
C 0.758 6.319 -7.801 2.079 -2.350 1.549 -0.55
C -0.510 5.953 -7.335 -0.473 1.378 0.857 -0.38
C -0.400 5.866 -5.959 -2.319 -0.347 0.748 -0.43
N 0.866 5.948 -5.552 0.905 -0.085 -1.704 0.01
C 1.636 6.112 -6.686 -0.103 1.162 -0.488 -0.36
H 0.994 6.286 -8.854 0.445 0.445 0.147 0.34
H -1.386 5.999 -7.966 -0.190 -0.182 0.423 0.38
H -1.091 5.852 -5.129 -0.679 -0.344 -0.515 0.38
H 1.132 5.783 -4.591 0.345 0.192 -0.432 0.21
H 2.702 6.155 -6.519 0.003 0.121 -0.569 0.39
C -5.576 -2.923 0.904 0.754 -0.314 0.911 -0.30
C -5.779 -2.599 2.276 -0.262 1.156 -0.119 -0.43
C -4.775 -1.718 2.672 -1.844 -1.036 -0.598 -0.45
N -3.939 -1.584 1.605 0.578 0.131 0.596 0.00
C -4.347 -2.392 0.566 -0.772 0.791 -0.427 -0.58
H -6.266 -3.485 0.292 0.362 -0.147 -0.054 0.40
H -6.689 -2.767 2.832 0.149 -0.209 0.097 0.40
H -4.846 -1.091 3.548 0.756 -0.020 -0.094 0.37
H -3.177 -0.924 1.662 0.120 -0.451 -0.560 0.19
H -3.853 -2.420 -0.394 0.186 0.124 0.240 0.40
C -1.955 7.993 5.798 1.298 0.690 -0.422 -0.43
C -1.429 6.710 6.104 -1.737 -0.751 0.290 -0.36
C -2.449 6.025 6.849 3.368 1.998 -0.398 -0.56
N -3.342 7.014 7.155 -1.571 -1.481 0.663 -0.03
C -3.114 8.141 6.461 -1.115 0.361 0.843 -0.30
H -1.538 8.844 5.280 0.388 -0.404 -0.291 0.38
H -0.431 6.363 5.881 -0.277 -0.272 -0.265 0.38
H -2.253 5.093 7.357 -0.748 0.105 0.179 0.34
H -4.079 6.980 7.844 0.037 -0.478 -0.352 0.21
H -3.852 8.922 6.567 0.352 0.226 -0.259 0.37
C 9.147 -1.615 0.447 0.151 -1.942 -3.179 -0.39
C 9.905 -1.342 1.559 3.328 -0.562 -1.358 -0.40
C 11.241 -1.672 1.116 -0.793 1.057 2.615 -0.46
N 11.271 -2.070 -0.177 0.206 -0.307 1.534 0.02
C 10.010 -2.142 -0.616 -2.915 1.011 1.102 -0.46
H 8.070 -1.656 0.387 0.027 0.278 -0.149 0.36
H 9.604 -0.906 2.500 0.155 -0.265 -0.043 0.41
H 12.091 -1.772 1.775 0.284 0.361 -0.376 0.34
H 12.125 -2.388 -0.612 -0.425 -0.027 -0.113 0.22
H 9.753 -2.634 -1.542 -0.022 0.397 -0.028 0.36
C -7.396 1.245 -5.057 -0.098 1.221 3.478 -0.48
C -8.231 0.226 -4.497 0.707 -0.203 0.688 -0.32
C -8.151 0.291 -3.108 -0.517 1.060 0.053 -0.53
N -7.475 1.464 -2.732 0.186 -1.635 -2.322 -0.02
C -6.962 1.973 -3.903 -0.017 0.079 -1.559 -0.38
H -7.215 1.559 -6.075 -0.013 -0.274 0.117 0.38
H -8.783 -0.520 -5.050 0.084 -0.050 0.124 0.37
H -8.582 -0.310 -2.320 -0.154 -0.084 -0.298 0.37
H -7.218 1.746 -1.797 -0.032 -0.166 -0.317 0.22
H -6.297 2.824 -3.883 -0.131 0.052 0.053 0.37
C 4.546 7.460 -0.662 2.634 -1.937 1.665 -0.53
C 4.471 6.037 -0.532 -0.749 -0.642 -0.740 -0.28
C 5.730 5.490 -0.335 -1.073 -0.840 0.888 -0.57
N 6.568 6.519 -0.075 0.573 -0.556 -0.799 0.02
C 5.905 7.631 -0.335 -1.327 4.314 -0.336 -0.35
H 3.744 8.182 -0.686 0.308 -0.035 -0.256 0.36
H 3.539 5.493 -0.533 0.159 -0.304 -0.354 0.43
H 6.112 4.483 -0.253 -0.460 -0.024 0.085 0.37
H 7.542 6.455 0.185 -0.284 0.059 -0.297 0.20
H 6.393 8.593 -0.271 0.203 -0.047 0.138 0.36
C 5.527 -1.888 8.530 1.173 -2.037 1.717 -0.49
C 5.147 -1.913 7.190 0.667 0.192 -0.830 -0.40
C 6.023 -2.778 6.540 -0.928 0.249 -1.076 -0.54
N 6.805 -3.370 7.466 0.361 -0.493 -1.042 0.01
C 6.508 -2.900 8.671 -0.049 1.437 1.181 -0.28
H 5.166 -1.352 9.395 -0.306 0.124 -0.343 0.38
H 4.372 -1.310 6.741 0.174 -0.075 -0.125 0.38
H 6.150 -2.994 5.490 -0.191 -0.048 0.106 0.38
H 7.566 -4.018 7.323 -0.348 0.157 -0.315 0.20
H 7.182 -3.286 9.422 -0.551 0.493 0.720 0.35
C 0.311 1.969 1.079 0.179 -1.143 -0.323 -0.23
C 1.342 0.936 1.207 -1.732 0.509 -2.412 -0.58
C 1.306 0.339 -0.060 1.617 -0.866 0.483 -0.33
N 0.447 0.926 -0.919 -1.247 1.053 1.375 0.02
C -0.254 1.880 -0.188 0.984 0.747 0.362 -0.72
H -0.030 2.645 1.850 0.065 -0.013 -0.061 0.45
H 1.986 0.678 2.035 -0.231 0.019 -0.105 0.40
H 1.812 -0.515 -0.484 0.489 0.015 0.444 0.39
H 0.414 0.769 -1.917 -0.199 -0.109 0.376 0.19
H -0.985 2.552 -0.613 0.045 -0.238 -0.164 0.42
C -1.526 -0.466 -6.950 0.261 -0.660 -0.491 -1.29
C 0.012 -0.548 -7.085 -0.020 0.393 0.313 -0.51
N 0.721 -1.515 -6.248 -0.652 -0.245 0.877 0.02
C 2.147 -1.466 -6.536 -0.230 -0.569 1.159 -0.54
C 2.848 -0.259 -5.910 -0.095 0.077 -0.308 -1.11
C 0.223 -2.879 -6.387 0.343 -0.768 -0.999 -0.67
C 0.089 -3.387 -7.879 -0.913 -0.207 1.097 -1.01
H -1.985 0.348 -7.512 0.502 0.196 -0.202 0.39
H -1.976 -0.384 -5.961 0.554 -0.214 0.248 0.31
H -1.894 -1.371 -7.433 -0.442 -0.101 0.264 0.25
H 0.286 -0.840 -8.098 -0.374 0.482 -0.620 0.41
H 0.477 0.420 -6.899 -0.143 0.047 -0.034 0.35
H 2.330 -1.671 -7.591 0.224 0.752 -0.520 0.39
H 2.562 -2.362 -6.072 0.160 -0.017 0.203 0.38
H 2.993 -0.352 -4.833 0.165 -0.578 -0.026 0.28
H 2.273 0.666 -5.954 0.053 0.033 -0.628 0.30
H 3.812 -0.142 -6.406 0.055 0.319 0.189 0.32
H 0.863 -3.561 -5.828 0.575 0.142 -0.176 0.45
H -0.700 -3.085 -5.844 -0.525 0.757 -0.363 0.35
H 0.988 -3.655 -8.435 0.176 0.402 0.264 0.31
H -0.517 -4.292 -7.842 0.041 -0.200 -0.002 0.38
H -0.529 -2.686 -8.440 0.278 -0.012 -0.218 0.25
C -1.959 -6.434 4.738 0.387 -1.197 0.375 -1.25
C -1.940 -7.464 3.604 -1.842 1.595 -1.157 -0.57
N -0.678 -7.851 3.116 2.542 -0.409 -0.019 0.12
C 0.108 -6.758 2.400 -2.479 -1.240 0.600 -0.51
C 1.549 -6.793 2.633 1.833 -0.148 0.669 -1.29
C -0.634 -9.082 2.304 -0.462 1.565 -0.657 -0.51
C -1.093 -10.373 2.939 1.033 -0.246 0.114 -1.03
H -1.687 -7.066 5.583 0.167 0.622 0.607 0.30
H -2.953 -6.024 4.914 -0.005 -0.097 -0.160 0.35
H -1.251 -5.612 4.634 0.002 -0.152 -0.101 0.32
H -2.591 -8.297 3.871 0.432 -0.257 0.232 0.39
H -2.474 -7.023 2.763 -0.614 0.337 -0.487 0.35
H -0.125 -6.853 1.340 -0.147 0.307 -0.306 0.34
H -0.185 -5.767 2.745 -0.726 -0.256 -0.002 0.43
H 1.876 -5.774 2.423 0.677 -0.173 -0.114 0.38
H 1.768 -7.019 3.676 -0.120 0.260 0.177 0.33
H 2.145 -7.524 2.086 -0.178 0.091 -0.399 0.32
H 0.355 -9.026 1.849 0.314 -0.961 0.434 0.36
H -1.246 -9.001 1.406 -0.639 0.674 -0.382 0.32
H -0.208 -10.894 3.303 -0.260 -0.204 0.491 0.27
H -1.538 -11.009 2.174 -0.092 0.000 0.094 0.32
H -1.821 -10.207 3.733 0.169 -0.099 -0.014 0.28

| no. | gap between HOMO and LUMO (Eh) | HOMO energy (eV) | total energy (eV) |
| --- | --- | --- | --- |
| 1 | 0.3291 | -8.424 | -100227.8130 |
| 2 | 0.2954 | -7.873 | -67374.8935 |